# 1
Computed, not measured: a structure of composition C4H3N3O at a distorted geometry, with ωB97M-V with the def2-TZVPD basis set.

```
! wB97M-V def2-TZVPD RIJCOSX def2/J DEFGRID3
* xyz 0 1
C -1.57393 -0.75196 0.05821
C -0.20127 0.74499 0.01309
C 1.15214 1.29303 0.02212
C -0.00818 -0.67214 0.11581
H -2.15411 -1.39839 -0.75298
H -2.26390 -0.57491 1.04055
H 1.20440 2.32704 0.15761
N 2.18096 0.58040 -0.08060
N 2.21021 -0.78783 -0.12045
N 0.97401 -1.52033 -0.13222
O -1.52034 0.76010 -0.32116
*
```

Energy relative to the best compared isomer or geometry (same formula, charge and spin) = 5.356 eV
LUMO energy = -0.43 eV
E_HOMO = -9.833 eV
Gap between HOMO and LUMO = 9.398 eV
Calculated total energy = -393.52257 Ha

=====

# 2
Computed, not measured: a structure of composition C4H3N3O at a distorted geometry, with ωB97M-V with the def2-TZVPD basis set.

```
! wB97M-V def2-TZVPD RIJCOSX def2/J DEFGRID3
* xyz 0 1
C -1.42166 0.20086 0.06023
C -0.66156 1.26892 -0.65300
C 1.28438 0.26648 0.42175
C 0.97307 -1.02915 0.29228
H -1.11400 2.15796 -1.22116
H 2.19827 0.64161 1.10927
H 1.37630 -2.10075 1.06057
N 0.63152 1.26585 -0.37032
N -0.07895 -1.57523 -0.71687
N -1.10690 -0.96663 -1.04802
O -2.08046 -0.12992 1.06526
*
```

Energy relative to the best compared isomer or geometry (same formula, charge and spin) = 5.179 eV
LUMO energy = -0.43 eV
E_HOMO = -9.039 eV
Gap between HOMO and LUMO = 8.610 eV
Calculated total energy = -393.52910 Ha

=====

# 3
Computed, not measured: an isolated molecule of C4H3N3O2, with ωB97M-V with the def2-TZVPD basis set.

```
! wB97M-V def2-TZVPD RIJCOSX def2/J DEFGRID3
* xyz 0 1
O -2.77106 0.03378 0.00997
C -1.43535 0.08855 -0.00524
C -0.67338 1.28779 0.00551
C 0.60882 0.78963 -0.00846
O 1.90056 1.14352 -0.00777
N 2.67594 -0.04309 0.00498
C 1.82968 -1.02343 0.01413
N 0.54088 -0.56606 -0.01795
N -0.72948 -1.03843 -0.01559
H -3.02570 -0.90667 -0.00652
H -1.03417 2.30217 0.00326
H 2.11326 -2.06776 0.02368
*
```

Energy relative to the best compared isomer or geometry (same formula, charge and spin) = 1.382 eV
LUMO energy = 0.81 eV
E_HOMO = -9.207 eV
Gap between HOMO and LUMO = 10.021 eV
Calculated total energy = -468.89947 Ha
SMILES = Oc1cc2oncn2n1

=====

# 4
Computed, not measured: an isolated molecule of C4H3N3O3 at a distorted geometry, with ωB97M-V with the def2-TZVPD basis set.

```
! wB97M-V def2-TZVPD RIJCOSX def2/J DEFGRID3
* xyz 0 1
C 0.76003 -1.10648 0.87887
C 1.59782 0.89724 -0.17228
C -0.45482 -1.68342 0.02070
C 0.50713 1.59404 -0.45993
N 1.45362 -0.11412 0.70103
N -1.21405 -1.16497 -0.83916
N -0.75912 1.64764 -0.06578
O -1.95681 -0.36132 -1.27581
O -1.66242 1.45996 -0.91668
O -1.07470 2.13371 1.02998
H 0.84020 -1.77031 1.77901
H 2.68058 1.18792 -0.59565
H -0.71746 -2.71989 -0.08429
*
```

Energy relative to the best compared isomer or geometry (same formula, charge and spin) = 12.743 eV
LUMO energy (spin up / spin down) = -1.21 / -2.01 eV
E_HOMO (spin up / spin down) = -9.153 / -8.600 eV
Gap between HOMO and LUMO (spin up / spin down) = 7.940 / 6.586 eV
Calculated total energy = -543.78942 Ha

=====

# 5
Computed, not measured: a cluster of 2 separate species, C4H3N3OS in total at a distorted geometry, with ωB97M-V with the def2-TZVPD basis set.

```
! wB97M-V def2-TZVPD RIJCOSX def2/J DEFGRID3
* xyz 0 1
C 1.93046 -1.13272 -1.38788
C -0.55271 0.48756 0.47813
C 0.74014 0.77234 0.23040
C -1.19256 -0.86750 0.61204
N -1.32612 1.63262 0.63849
N -0.68270 2.69855 0.28647
N 2.61091 -0.41946 -0.71018
O 1.30341 -1.85286 -2.05833
S 0.88029 2.42057 -0.08462
H -2.06558 -0.91015 1.23836
H -1.08808 -1.31783 -0.38108
H -0.55747 -1.51112 1.13819
*
```

Energy relative to the best compared isomer or geometry (same formula, charge and spin) = 5.238 eV
LUMO energy (spin up / spin down) = -3.37 / -3.37 eV
E_HOMO (spin up / spin down) = -10.745 / -10.745 eV
Gap between HOMO and LUMO (spin up / spin down) = 7.378 / 7.378 eV
Calculated total energy = -791.72572 Ha

=====

# 6
Computed, not measured: a cluster of 2 separate species, C4H3N3S2 in total at a distorted geometry, with ωB97M-V with the def2-TZVPD basis set.

```
! wB97M-V def2-TZVPD RIJCOSX def2/J DEFGRID3
* xyz 0 1
C 2.11318 1.23721 -0.28047
C 0.15857 0.09063 0.20264
C 0.02272 1.48071 0.03764
C -1.30561 -0.34577 0.54851
N 1.16455 2.12298 -0.24011
N -2.01578 0.94712 0.65662
N -1.28528 1.86245 0.30728
S 1.71736 -0.49118 -0.11052
S -4.60386 -0.07470 -0.35590
H 3.05762 1.48707 -0.65019
H -1.63990 -0.82403 -0.37131
H -1.23584 -1.06934 1.47042
*
```

Energy relative to the best compared isomer or geometry (same formula, charge and spin) = 3.807 eV
LUMO energy (spin up / spin down) = -2.31 / -2.33 eV
E_HOMO (spin up / spin down) = -9.386 / -9.429 eV
Gap between HOMO and LUMO (spin up / spin down) = 7.075 / 7.095 eV
Calculated total energy = -1114.67902 Ha

=====

# 7
Computed, not measured: a structure of composition C4H3NO at a distorted geometry, with ωB97M-V with the def2-TZVPD basis set.

```
! wB97M-V def2-TZVPD RIJCOSX def2/J DEFGRID3
* xyz 0 1
C 0.81256 1.29048 -0.04930
C 0.33034 0.09564 0.73280
C -0.28268 -1.04150 0.20247
C -0.91875 -1.20720 -1.03829
H 0.75285 2.45132 0.68058
H 0.34648 0.23836 1.84677
H -0.62413 -1.80625 0.98941
N -1.59602 -1.20106 -2.05409
O 1.17933 1.18021 -1.31035
*
```

Energy relative to the best compared isomer or geometry (same formula, charge and spin) = 2.200 eV
LUMO energy = -1.64 eV
E_HOMO = -10.552 eV
Gap between HOMO and LUMO = 8.911 eV
Calculated total energy = -284.09226 Ha

=====

# 8
Computed, not measured: a cluster of 2 separate species, C4H3NO in total, with ωB97M-V with the def2-TZVPD basis set.

```
! wB97M-V def2-TZVPD RIJCOSX def2/J DEFGRID3
* xyz 0 1
O -1.09989 1.47766 -0.62511
C -0.37905 0.40562 -0.81860
C 1.00345 0.53689 -0.48500
C 2.18489 0.43472 -0.23678
C -1.50132 -1.83121 0.83509
N -1.77451 -2.39886 1.80152
H -0.60138 2.23828 -0.26581
H -1.22481 -1.25912 -0.05014
H 3.23184 0.35725 -0.02888
*
```

Energy relative to the best compared isomer or geometry (same formula, charge and spin) = 4.045 eV
LUMO energy = -0.99 eV
E_HOMO = -9.675 eV
Gap between HOMO and LUMO = 8.689 eV
Calculated total energy = -284.02446 Ha

=====

# 9
Computed, not measured: an isolated molecule of C4H3NO at a distorted geometry, with ωB97M-V with the def2-TZVPD basis set.

```
! wB97M-V def2-TZVPD RIJCOSX def2/J DEFGRID3
* xyz 0 1
N 2.40868 -0.51400 0.12748
C 1.39616 0.13569 -0.13467
C 0.28350 1.03440 0.01334
C -1.10356 0.99848 -0.01617
C -1.59154 -0.37160 0.08537
O -0.90269 -1.35997 -0.10028
H 0.92100 1.98651 -0.13411
H -1.79130 1.98541 0.02061
H -2.67632 -0.27604 0.33612
*
```

Energy relative to the best compared isomer or geometry (same formula, charge and spin) = 1.785 eV
LUMO energy = -1.42 eV
E_HOMO = -10.442 eV
Gap between HOMO and LUMO = 9.022 eV
Calculated total energy = -284.10749 Ha
SMILES = N#C/C=C\C=O

=====

# 10
Computed, not measured: an isolated molecule of C4H3NO at a distorted geometry, with ωB97M-V with the def2-TZVPD basis set.

```
! wB97M-V def2-TZVPD RIJCOSX def2/J DEFGRID3
* xyz 0 1
C -0.27353 -2.05824 0.34847
C -0.05034 -0.95054 -0.06275
C 0.21559 0.42658 -0.51774
O 1.45943 0.92789 -0.10028
C -0.88453 1.30723 -0.04324
N -1.69393 2.00083 0.40400
H -0.47911 -3.04033 0.71561
H 0.23886 0.45355 -1.61211
H 1.46755 0.93303 0.86804
*
```

Energy relative to the best compared isomer or geometry (same formula, charge and spin) = 1.500 eV
LUMO energy = 0.60 eV
E_HOMO = -11.121 eV
Gap between HOMO and LUMO = 11.716 eV
Calculated total energy = -284.11797 Ha
SMILES = C#C[C@H](O)C#N

=====

# 11
Computed, not measured: an isolated molecule of C4H3NO at a distorted geometry, with ωB97M-V with the def2-TZVPD basis set.

```
! wB97M-V def2-TZVPD RIJCOSX def2/J DEFGRID3
* xyz 0 1
N -2.10950 -2.98064 1.05735
C -1.40174 -2.06909 0.94224
C -0.56748 -0.98914 0.71870
C 0.15228 -0.06451 0.42905
C 0.92951 1.02086 -0.19050
O 0.15410 1.70380 -1.14727
H 1.24616 1.75932 0.55068
H 1.83660 0.57709 -0.62838
H -0.23993 1.04230 -1.73186
*
```

Energy relative to the best compared isomer or geometry (same formula, charge and spin) = 1.283 eV
LUMO energy = 0.32 eV
E_HOMO = -10.755 eV
Gap between HOMO and LUMO = 11.080 eV
Calculated total energy = -284.12594 Ha
SMILES = N#CC#CCO

=====

# 12
Computed, not measured: an isolated molecule of C4H3NO2 at a distorted geometry, with ωB97M-V with the def2-TZVPD basis set.

```
! wB97M-V def2-TZVPD RIJCOSX def2/J DEFGRID3
* xyz 0 1
C -1.28847 0.52117 0.60039
C -1.50224 0.31293 -0.66468
C -0.50862 -0.61729 0.07200
C 2.04479 -0.98137 0.04820
N 0.89749 -0.39523 -0.08775
O 2.72263 0.25113 0.05473
O 1.48568 0.94735 0.00988
H -1.38787 1.16828 1.40073
H -1.86631 0.39586 -1.65634
H -0.59708 -1.60284 0.22284
*
```

Energy relative to the best compared isomer or geometry (same formula, charge and spin) = 9.471 eV
LUMO energy = 0.87 eV
E_HOMO = -9.728 eV
Gap between HOMO and LUMO = 10.599 eV
Calculated total energy = -359.12232 Ha